--- A ---
DFT (ωB97M-V/def2-TZVPD) results for a cluster of 13 separate species, H26O13 in total.

```
39
Properties=species:S:1:pos:R:3
O 0.17 -0.27 -0.24
H 0.18 0.05 0.66
H -0.53 0.22 -0.66
O 2.77 1.31 -2.01
H 2.23 0.53 -2.17
H 2.50 1.93 -2.69
O -3.87 -0.18 -0.48
H -3.29 -0.53 -1.16
H -4.50 0.36 -0.95
O -0.83 1.15 2.19
H -0.49 1.78 2.83
H -1.10 1.69 1.44
O 1.77 0.57 3.27
H 1.90 1.10 2.49
H 1.50 1.19 3.94
O -1.85 0.36 -3.23
H -2.05 0.61 -2.33
H -2.19 1.07 -3.77
O 0.59 -0.66 -2.99
H 0.62 -0.82 -2.05
H -0.33 -0.49 -3.18
O 1.34 -2.12 3.04
H 0.40 -2.14 3.20
H 1.54 -1.20 2.91
O 3.03 -2.03 -1.21
H 2.25 -1.60 -0.87
H 3.30 -2.62 -0.50
O 1.95 2.29 0.72
H 1.97 1.90 -0.15
H 1.53 3.13 0.60
O -0.13 -3.19 -0.42
H -0.20 -2.24 -0.51
H -0.22 -3.52 -1.31
O -1.37 -1.46 2.95
H -1.76 -1.82 2.15
H -1.47 -0.51 2.86
O -1.60 1.71 -0.81
H -2.24 1.98 -0.15
H -1.53 2.47 -1.40
```

## Properties
Total charge = +1
Kohn-Sham gap (alpha / beta) = 10.17 / 3.32 eV
Multiplicity = 2
HOMO level (alpha / beta) = -13.66 / -13.58 eV

--- B ---
DFT (ωB97M-V/def2-TZVPD) results for a cluster of 13 separate species, H26O13 in total.

```
39
Properties=species:S:1:pos:R:3
O 0.43 -2.37 2.23
H 0.50 -1.74 2.94
H 0.55 -3.33 2.27
O -1.02 -0.11 -1.37
H -0.52 -0.87 -1.08
H -1.33 0.38 -0.60
O 2.19 1.22 -0.91
H 2.11 1.58 -1.82
H 3.05 0.78 -0.79
O -3.84 0.99 -1.89
H -3.15 0.35 -1.70
H -3.50 1.34 -2.71
O -3.46 -0.62 0.42
H -4.13 -1.04 -0.15
H -3.82 -0.64 1.30
O 0.06 2.47 2.79
H 0.24 2.36 1.85
H -0.91 2.28 2.70
O 2.79 -1.76 0.05
H 2.03 -1.37 0.52
H 3.39 -2.02 0.74
O -2.32 2.75 1.06
H -3.14 2.23 1.08
H -2.48 3.56 0.58
O 2.19 -0.73 -2.78
H 1.25 -0.47 -2.82
H 2.68 -0.79 -1.94
O -0.58 -0.01 1.37
H -0.04 -0.77 1.44
H -0.13 0.82 1.15
O 0.44 1.81 -3.47
H 0.17 1.58 -4.35
H -0.14 2.04 -2.75
O 1.19 -3.79 0.04
H 1.61 -3.88 -0.81
H 1.84 -3.65 0.75
O 1.87 0.24 2.30
H 1.78 1.17 2.58
H 2.28 -0.35 2.94
```

## Properties
Total charge = +1
Kohn-Sham gap (alpha / beta) = 10.36 / 3.24 eV
Multiplicity = 2
HOMO level (alpha / beta) = -13.67 / -13.61 eV

The most stable of them is A.

--- A ---
DFT (ωB97M-V/def2-TZVPD) results for a cluster of 4 separate species, C3H15NO3S in total.

```
23
Properties=species:S:1:pos:R:3
N -0.50 2.36 -0.29
C 0.36 1.21 -0.69
C 0.20 0.12 0.51
C 0.79 -1.23 0.05
S 0.46 -2.37 1.31
H -0.69 3.08 -0.94
H 0.15 3.05 0.32
H -0.03 0.80 -1.66
H 1.34 1.55 -0.89
H 0.68 0.64 1.42
H -0.80 -0.11 0.72
H 1.87 -0.73 -0.42
H 0.12 -1.57 -0.82
H 1.38 -3.45 1.09
O -1.81 -1.85 -3.54
H -1.93 -1.11 -2.91
H -2.44 -1.32 -4.21
O -3.25 0.46 -0.92
H -2.53 0.41 -0.33
H -3.35 1.38 -1.13
O 3.01 -0.52 4.23
H 3.75 0.03 4.00
H 3.21 -0.82 5.10
```

## Properties
Total charge = 0
Kohn-Sham gap = 9.39 eV
HOMO level = -8.76 eV

--- B ---
DFT (ωB97M-V/def2-TZVPD) results for a cluster of 4 separate species, C3H15NO3S in total.

```
23
Properties=species:S:1:pos:R:3
C -0.36 -1.97 -1.13
N -0.55 -0.57 -1.44
C 0.53 0.26 -0.94
C 0.38 1.70 -1.38
S 1.80 2.64 -0.79
H -0.59 -2.20 -0.09
H 0.69 -2.29 -1.20
H -1.07 -2.62 -1.65
H -0.60 -0.47 -2.44
H 0.61 0.16 0.13
H 1.51 -0.20 -1.14
H 0.33 1.76 -2.46
H -0.62 2.05 -1.13
H 1.21 3.59 -0.07
O -0.56 0.09 2.66
H -0.87 -0.55 2.01
H -1.23 0.68 3.01
O 1.98 -0.84 2.14
H 1.34 -0.25 2.58
H 2.86 -0.53 2.37
O -2.50 -0.29 0.67
H -2.35 -0.64 -0.23
H -1.94 0.49 0.55
```

## Properties
Total charge = 0
Kohn-Sham gap = 9.89 eV
HOMO level = -9.26 eV

--- C ---
DFT (ωB97M-V/def2-TZVPD) results for a cluster of 4 separate species, C3H15NO3S in total.

```
23
Properties=species:S:1:pos:R:3
N 0.20 0.71 -0.14
C 1.01 -0.12 -1.04
C 1.36 -1.53 -0.57
C 0.25 -2.57 -0.64
S -1.09 -2.30 0.57
H 0.77 1.39 0.36
H -0.12 0.14 0.63
H 0.47 -0.20 -1.98
H 1.96 0.39 -1.22
H 2.12 -1.86 -1.27
H 1.84 -1.58 0.40
H 0.66 -3.58 -0.53
H -0.24 -2.49 -1.60
H -2.18 -2.46 -0.18
O -3.74 -0.29 0.59
H -3.47 -0.36 1.51
H -3.66 0.66 0.40
O -1.35 3.81 -0.87
H -1.24 2.93 -0.46
H -0.86 4.36 -0.24
O 2.28 1.83 1.78
H 2.55 0.90 1.88
H 2.50 2.22 2.63
```

## Properties
Total charge = 0
Kohn-Sham gap = 9.27 eV
HOMO level = -8.91 eV

--- D ---
DFT (ωB97M-V/def2-TZVPD) results for a cluster of 4 separate species, C3H15NO3S in total.

```
23
Properties=species:S:1:pos:R:3
C 0.31 0.86 -2.51
N 0.21 0.02 -1.33
C 1.49 -0.20 -0.72
C 1.40 -0.92 0.61
S 3.15 -1.45 0.99
H 0.98 0.50 -3.30
H 0.80 1.83 -2.26
H -0.66 1.05 -2.94
H -0.44 0.52 -0.72
H 2.10 -0.79 -1.40
H 2.02 0.75 -0.51
H 1.13 -0.26 1.42
H 0.79 -1.81 0.56
H 2.97 -1.59 2.30
O -2.25 -0.55 3.36
H -3.12 -0.96 3.29
H -1.82 -0.98 4.10
O -2.02 -1.86 -0.53
H -2.99 -1.78 -0.57
H -1.67 -1.15 -1.11
O -1.02 2.71 0.15
H -1.17 3.57 0.57
H -0.17 2.47 0.53
```

## Properties
Total charge = 0
Kohn-Sham gap = 9.43 eV
HOMO level = -8.90 eV

The most stable of them is C.

--- A ---
DFT (ωB97M-V/def2-TZVPD) results for the ion C4H8N3S with charge +1.

```
16
Properties=species:S:1:pos:R:3
C -1.76 -0.31 1.09
C -1.34 0.37 -0.21
N -1.12 -0.60 -1.25
N 0.08 -0.90 -1.38
C 0.89 -0.21 -0.62
C 2.35 -0.36 -0.51
S 1.97 -1.53 0.78
N 0.11 0.94 -0.08
H -2.59 -1.12 0.95
H -2.21 0.51 1.74
H -0.79 -0.57 1.53
H -1.92 1.15 -0.52
H 2.72 -0.97 -1.25
H 2.95 0.50 -0.31
H 0.31 1.79 -0.76
H 0.35 1.29 0.80
```

## Properties
Total charge = +1
Kohn-Sham gap (alpha / beta) = 7.55 / 7.55 eV
HOMO level (alpha / beta) = -13.65 / -13.65 eV

--- B ---
DFT (ωB97M-V/def2-TZVPD) results for the ion C4H8N3S with charge +1.

```
16
Properties=species:S:1:pos:R:3
C -0.30 1.07 -0.22
C 0.93 0.92 0.79
C -0.84 -1.40 0.03
C 2.20 -0.98 -0.52
N 0.39 -2.17 0.56
N 1.48 -1.80 0.19
N -0.59 -0.27 -0.71
S 2.43 0.68 -0.09
H -1.21 1.55 0.20
H 0.14 1.78 -0.93
H 1.04 1.87 1.30
H 0.95 0.14 1.44
H -1.55 -2.10 -0.52
H -1.44 -1.34 1.00
H 3.02 -1.36 -1.13
H -0.63 -0.40 -1.70
```

## Properties
Total charge = +1
Kohn-Sham gap (alpha / beta) = 8.25 / 8.25 eV
HOMO level (alpha / beta) = -13.93 / -13.93 eV

The most stable of them is B.

--- A ---
DFT (ωB97M-V/def2-TZVPD) results for an isolated molecule of C5H10OS.

```
17
Properties=species:S:1:pos:R:3
C -0.55 -1.97 -0.76
O 0.06 -0.71 -1.06
C 0.21 0.34 -0.05
C 1.00 1.51 -0.66
C -1.13 0.60 0.48
C 0.88 -0.02 1.20
S 1.66 -1.45 1.78
H 0.04 -2.65 -1.50
H -1.57 -1.77 -1.07
H -0.51 -2.36 0.19
H 0.53 1.99 -1.57
H 1.26 2.26 0.19
H 2.04 1.09 -0.93
H -1.74 -0.21 0.88
H -1.87 1.23 -0.39
H -1.07 1.29 1.32
H 0.76 0.82 1.95
```

## Properties
Total charge = 0
Kohn-Sham gap = 8.26 eV
HOMO level = -8.78 eV

--- B ---
DFT (ωB97M-V/def2-TZVPD) results for an isolated molecule of C5H10OS.

```
17
Properties=species:S:1:pos:R:3
C -1.19 0.03 1.54
C -0.22 0.65 0.88
C 0.59 1.81 1.20
S 0.18 -0.10 -1.05
C -1.00 -0.46 -2.17
C 0.98 -1.81 -0.49
O 1.25 0.80 -1.45
H -1.89 -0.45 0.84
H -1.44 0.26 2.61
H 0.23 2.32 2.09
H 1.68 1.54 1.33
H 0.60 2.44 0.26
H -1.61 0.25 -2.74
H -1.71 -1.06 -1.44
H 1.83 -2.13 -1.24
H 1.58 -1.63 0.33
H 0.13 -2.47 -0.53
```

## Properties
Total charge = 0
Kohn-Sham gap = 8.90 eV
HOMO level = -8.11 eV

--- C ---
DFT (ωB97M-V/def2-TZVPD) results for an isolated molecule of C5H10OS.

```
17
Properties=species:S:1:pos:R:3
C 1.70 0.77 2.51
S 0.09 -0.04 2.20
C -0.55 0.93 0.73
C -0.08 0.55 -0.62
C -0.89 -0.53 -1.36
C -0.42 -0.59 -2.81
O -0.34 -1.56 -3.49
H 2.47 0.16 2.08
H 1.75 1.79 2.14
H 1.76 0.82 3.59
H -0.27 1.93 1.05
H -1.62 0.79 0.85
H 0.96 0.18 -0.66
H 0.06 1.39 -1.32
H -0.79 -1.50 -0.87
H -1.98 -0.38 -1.36
H -0.16 0.42 -3.19
```

## Properties
Total charge = 0
Kohn-Sham gap = 9.66 eV
HOMO level = -8.75 eV

The most stable of them is C.